Formula: C4H13NO2
Source: the Open Molecules 2025 dataset
Level of theory: ωB97M-V with the def2-TZVPD basis set

Geometry as XYZ:
```
20
C4H13NO2 (ωB97M-V with the def2-TZVPD basis set)
C 0.73972 0.07393 -2.16611
C 0.68561 -0.61952 -1.00478
C -0.15143 -0.35734 0.21130
C 0.61725 -0.21760 1.51801
N -0.10148 0.13318 2.70584
H -0.14284 0.58555 -2.54553
H 1.74041 0.13444 -2.58401
H 1.35518 -1.46659 -0.86814
H -0.76813 0.51247 0.01549
H -0.86806 -1.13651 0.26739
H 1.43514 0.53235 1.31697
H 1.13947 -1.15382 1.68033
H 0.47650 0.39242 3.48675
H -0.85378 0.80238 2.61464
O -1.08881 2.73163 1.14587
H -0.60754 2.56352 0.32739
H -0.69124 3.54739 1.47587
O -1.33146 -2.24992 -2.70563
H -0.45059 -1.87509 -2.83781
H -1.13391 -2.93287 -2.05385
```

Output
Kohn-Sham gap = 9.46 eV
HOMO energy = -8.81 eV
SMILES = C=CCCN.O.O
calculated total energy = -365.36976 a.u.
lowest unoccupied orbital energy = 0.7 eV
multiplicity = 1
total charge = 0

***

Formula: C17H53N13O8
Source: the Open Molecules 2025 dataset
Level of theory: ωB97M-V with the def2-TZVPD basis set

Geometry as XYZ:
```
91
C17H53N13O8 (ωB97M-V with the def2-TZVPD basis set)
C -7.24498 0.69509 4.07314
O -5.86912 0.48345 3.80671
C -5.22746 -0.13687 4.90773
C -3.81737 -0.53294 4.44463
C -3.84933 -1.75576 3.54959
N -3.00270 -0.79056 5.64663
H -7.79281 0.83466 3.13775
H -7.34437 1.58723 4.69642
H -7.74816 -0.17153 4.51450
H -5.16052 0.57643 5.73797
H -5.73155 -1.03765 5.27400
H -3.43604 0.34949 3.91794
H -4.76861 -1.73398 2.95875
H -3.85034 -2.68334 4.12322
H -3.03326 -1.72811 2.82562
H -2.07566 -1.06751 5.33009
H -2.83617 0.06420 6.16807
C 3.27370 1.23130 -5.11621
O 3.41286 2.26258 -4.16008
C 2.19557 2.87714 -3.84609
C 2.38464 3.85469 -2.69083
C 1.04131 4.41703 -2.25022
N 3.27358 4.98636 -3.05793
H 4.24699 0.81692 -5.35676
H 2.89197 1.70657 -6.03347
H 2.59139 0.43842 -4.80267
H 1.87177 3.48785 -4.71041
H 1.38978 2.16277 -3.63212
H 2.94436 3.32457 -1.91492
H 1.16718 5.03690 -1.36660
H 0.37556 3.58197 -2.01226
H 0.59333 5.00816 -3.05090
H 4.12628 4.56094 -3.41486
H 2.84754 5.48856 -3.83293
C -0.63313 0.04464 1.68609
O 0.40112 0.27205 0.75730
C 1.43313 -0.70306 0.89856
C 2.21245 -0.69410 -0.41738
C 2.73915 0.67495 -0.81498
N 1.42881 -1.30131 -1.53756
H -1.25218 0.93288 1.76383
H -0.30223 -0.25068 2.68736
H -1.29035 -0.76677 1.33933
H 2.13986 -0.42027 1.68218
H 1.02276 -1.68872 1.11776
H 3.06651 -1.37750 -0.33469
H 3.55853 1.03517 -0.19045
H 1.93787 1.40661 -0.92517
H 3.23505 0.61292 -1.78840
H 0.56040 -0.75667 -1.54163
H 1.08633 -2.17322 -1.12827
N -3.70060 0.54581 -2.38307
C -2.35507 0.39502 -2.08578
N -1.65473 1.56733 -2.00588
O -1.85566 -0.68882 -1.84250
H -4.05743 1.41868 -2.72258
H -4.08144 -0.31452 -2.74440
H -0.73632 1.55364 -1.59717
H -2.03632 2.43178 -2.33771
N 2.60809 -4.13108 1.86720
C 3.55893 -3.37670 2.48554
N 4.73379 -4.01945 2.77358
O 3.36433 -2.20768 2.80482
H 2.71308 -5.12373 1.76129
H 1.68861 -3.76855 1.68240
H 5.54006 -3.44805 2.93825
H 4.83233 -4.98102 2.50751
N -2.23787 -4.51796 -0.34365
C -1.24099 -4.06184 0.48171
N -1.57707 -3.96648 1.79926
O -0.13131 -3.74367 0.07276
H -3.11951 -4.74465 0.07582
H -2.19943 -4.24530 -1.30916
H -2.48637 -4.15040 2.17783
H -0.87808 -3.64885 2.44618
N 3.52358 -3.21150 -2.85522
C 4.46248 -2.60469 -3.62985
N 4.52724 -1.25670 -3.44641
O 5.21082 -3.20299 -4.39871
H 3.38404 -4.19776 -2.97592
H 2.72958 -2.67018 -2.53250
H 3.94508 -0.82416 -2.75486
H 5.19892 -0.77457 -4.00942
N -0.46160 3.05639 0.63269
C -0.40234 4.40403 0.41947
N -1.62843 5.03050 0.26493
O 0.64091 5.02553 0.38846
H 0.39018 2.52226 0.69046
H -1.32753 2.56166 0.70221
H -2.48625 4.50857 0.24642
H -1.58115 5.81816 -0.36137
```

Output
Kohn-Sham gap = 9.03 eV
HOMO energy = -8.96 eV
SMILES = COC[C@H](C)N.COC[C@H](C)N.COC[C@H](C)N.NC(N)=O.NC(N)=O.NC(N)=O.NC(N)=O.NC(N)=O
calculated total energy = -1993.41560 a.u.
lowest unoccupied orbital energy = 0.1 eV
multiplicity = 1
total charge = 0

***

Formula: C18H14BBrF4IMnN2O3S
Source: the Open Molecules 2025 dataset
Level of theory: ωB97M-V with the def2-TZVPD basis set

Geometry as XYZ:
```
46
C18H14BBrF4IMnN2O3S (ωB97M-V with the def2-TZVPD basis set)
Mn 0.96198 -0.11173 0.17422
S 0.02344 -1.61390 4.25247
C 0.88492 -0.13684 4.43732
C 1.18213 0.44072 3.24494
C 0.71465 -0.30674 2.12830
C 0.06831 -1.44732 2.53150
C -0.49844 -2.36208 1.56357
C -1.35912 -3.41965 1.83581
C -1.86781 -4.15657 0.78036
C -1.51218 -3.82257 -0.51837
C -0.64327 -2.76341 -0.71322
N -0.14177 -2.06322 0.29835
H 1.13551 0.20756 5.42800
H 1.72153 1.37356 3.15693
H -1.62689 -3.63932 2.86076
H -2.54709 -4.97877 0.96599
H -1.89719 -4.36199 -1.37152
H -0.33851 -2.47033 -1.71267
Br -2.46802 6.65472 1.24367
C -2.64957 5.04014 0.25165
C -3.68178 4.93219 -0.66523
C -3.82137 3.74848 -1.37552
C -2.94876 2.69353 -1.15878
C -1.91036 2.82748 -0.24722
C -1.75133 4.01219 0.46330
C -0.94782 1.69674 -0.03431
O -1.35099 0.51966 -0.10962
O 0.25944 1.98181 0.22327
H -4.36147 5.75828 -0.82204
H -4.61962 3.65025 -2.10005
H -3.05689 1.75771 -1.69118
H -0.93418 4.11117 1.16382
F 3.02343 -0.20655 0.46386
B 4.54287 -0.27801 0.50315
F 5.00044 0.89922 -0.03818
F 4.87030 -0.44010 1.83162
F 4.87578 -1.38894 -0.26315
N 2.68464 -2.00542 -2.00252
C 1.91793 -0.99397 -2.50156
O 1.21419 -0.30115 -1.68360
C 1.84382 -0.81078 -3.88553
I -0.18167 -2.66322 -4.50965
H 2.90287 -1.95529 -1.02140
H 3.44960 -2.32528 -2.57058
H 2.54872 -1.30852 -4.53180
H 1.28961 0.02624 -4.27515
```

Output
Kohn-Sham gap (spin up / spin down) = 5.78 / 7.14 eV
⟨S²⟩ = 8.888
HOMO energy (spin up / spin down) = -4.48 / -5.61 eV
calculated total energy = -5875.18225 a.u.
lowest unoccupied orbital energy (spin up / spin down) = 1.3 / 1.5 eV
multiplicity = 6
total charge = -1

***

Formula: C12H12BrO2
Source: the Open Molecules 2025 dataset
Level of theory: ωB97M-V with the def2-TZVPD basis set

Geometry as XYZ:
```
27
C12H12BrO2 (ωB97M-V with the def2-TZVPD basis set)
C 0.30049 -3.14741 -0.89000
C 0.10061 -3.09940 -2.25207
C 0.52547 -2.02686 -0.05761
C 0.08028 -1.91761 -3.01708
C 0.55603 -0.79637 -0.59395
C 0.27867 -0.74681 -2.37109
C 0.53853 1.30800 -1.63564
C -1.40124 1.15756 0.82580
C -0.07219 1.21670 0.82391
C 0.72741 0.63374 -0.34148
C -2.25561 1.55418 1.97127
C 0.76346 1.75842 1.95480
O 0.32052 0.55382 -2.65217
O 2.12037 1.76456 1.57049
Br -2.41931 -0.01002 3.19040
H 0.28637 -4.11525 -0.41110
H -0.05518 -4.02795 -2.77890
H 0.66717 -2.17921 1.00349
H -0.08842 -1.96042 -4.08459
H 0.57166 2.37368 -1.80028
H -1.92053 0.70817 -0.00935
H 1.77565 0.84297 -0.01900
H -1.83777 2.35560 2.57930
H -3.26997 1.79298 1.66154
H 0.43006 2.77815 2.19980
H 0.61257 1.12382 2.84331
H 2.66493 2.10495 2.29020
```

Output
Kohn-Sham gap = 7.26 eV
HOMO energy = -12.58 eV
calculated total energy = -3188.57697 a.u.
lowest unoccupied orbital energy = -5.3 eV
multiplicity = 1
total charge = +1

***

Formula: C3H5NO2
Source: the Open Molecules 2025 dataset
Level of theory: ωB97M-V with the def2-TZVPD basis set

Geometry as XYZ:
```
11
C3H5NO2 (ωB97M-V with the def2-TZVPD basis set)
C 1.15517 -0.59665 0.75015
C -0.03861 -0.26846 -0.08802
N -0.08001 -0.35699 -1.44505
O -1.34756 -0.20564 0.44356
C -0.96124 1.04456 -0.08854
O -1.03152 1.35269 -1.35809
H 1.18530 -1.66353 0.99852
H 1.13085 -0.03073 1.68436
H 2.06368 -0.34265 0.19944
H -0.96534 -0.77024 -1.74950
H -1.11071 1.83763 0.65315
```

Output
Kohn-Sham gap (spin up / spin down) = 7.50 / 7.49 eV
HOMO energy (spin up / spin down) = -8.95 / -8.96 eV
calculated total energy = -322.35299 a.u.
lowest unoccupied orbital energy (spin up / spin down) = -1.4 / -1.5 eV
multiplicity = 1
total charge = 0

***

Formula: C4H7NO
Source: the Open Molecules 2025 dataset
Level of theory: ωB97M-V with the def2-TZVPD basis set

Geometry as XYZ:
```
13
C4H7NO (ωB97M-V with the def2-TZVPD basis set)
O -2.49047 -0.88968 -0.15531
C -1.81558 0.08233 0.02065
N -0.41513 0.12979 -0.36044
C 0.55433 -1.04150 -0.23062
C 1.63200 0.03053 -0.33657
C 0.64276 0.93210 0.38359
H -2.17929 1.04008 0.42745
H 0.32449 -1.46929 0.77214
H 0.39857 -1.81010 -0.99443
H 2.58677 -0.16320 0.15553
H -0.23141 0.41858 -1.34019
H 0.57892 2.01162 0.19991
H 0.41403 0.72874 1.45829
```

Output
Kohn-Sham gap = 6.78 eV
HOMO energy = -6.68 eV
calculated total energy = -286.43892 a.u.
lowest unoccupied orbital energy = 0.1 eV
multiplicity = 1
total charge = 0

***

The records above yield energy above the lowest of the compared OMol25 structures with the same formula, charge and spin values of 45.6 11.8 28.2 5.0 138.9 120.9 kcal per mole, respectively.